Entry 1:
Computed, not measured: one molecule with the formula C6H10O in a non-equilibrium geometry, with ωB97M-V/def2-TZVPD.

Last columns: bonded neighbours and bond lengths (Å).
Cartesian coordinates (Å):
1 O 1.45119 -0.38426 1.39139  C2 1.325, C4 1.728
2 C 2.40425 -0.54373 0.48496  O1 1.325, C3 1.314, H8 1.094
3 C 2.19577 -0.53373 -0.81251  C2 1.314, H9 1.078, H10 1.084
4 C 0.01484 0.50830 1.03766  O1 1.728, C5 1.505, H11 1.085, H12 1.062
5 C -0.87467 0.80026 -0.14011  C4 1.505, C6 1.503, C7 1.534, H13 1.091
6 C -1.42831 -0.36698 -0.90799  C5 1.503, C7 1.488, H14 1.083, H15 1.090
7 C -2.32765 0.34187 0.04153  C5 1.534, C6 1.488, H16 1.086, H17 1.088
8 H 3.43049 -0.66801 0.84399  C2 1.094
9 H 3.10714 -0.66843 -1.37139  C3 1.078
10 H 1.16073 -0.61922 -1.12218  C3 1.084
11 H 0.24265 1.40725 1.60159  C4 1.085
12 H -0.37503 -0.30180 1.60271  C4 1.062
13 H -0.70503 1.73484 -0.67699  C5 1.091
14 H -1.54647 -0.19552 -1.97071  C6 1.083
15 H -1.04317 -1.34398 -0.61643  C6 1.090
16 H -3.10212 0.99274 -0.35247  C7 1.086
17 H -2.60461 -0.15962 0.96697  C7 1.088

Output
- Frontier orbital gap: 9.432 eV
- DFT total energy: -309.71866 Ha
- 2S+1: 1
- SMILES string: C=COCC1CC1

Results of the Mulliken charge analysis, in e, for atoms 1 through 2:
1 O -0.48
2 C 0.17

---

Entry 2:
Computed, not measured: one molecule with the formula C6H10O, with ωB97M-V/def2-TZVPD.

Last columns: bonded neighbours and bond lengths (Å).
Cartesian coordinates (Å):
1 C -2.10921 -0.59120 -0.03406  C2 1.518, H8 1.094, H9 1.096, H10 1.095
2 C -0.84631 0.08838 -0.53136  C1 1.518, O3 1.426, C7 1.545, H11 1.099
3 O -0.70871 1.30102 0.20678  C2 1.426, C4 1.407
4 C 0.65696 1.54490 0.44004  O3 1.407, C6 1.524, H12 1.099, H13 1.094
5 C 1.53510 -0.65167 -1.21733  C7 1.451, H14 1.110
6 C 1.30006 0.17980 0.65370  C4 1.524, C7 1.588, H15 1.093, H16 1.101
7 C 0.42568 -0.75420 -0.28737  C2 1.545, C5 1.451, C6 1.588, H17 1.098
8 H -2.96754 0.07503 -0.15821  C1 1.094
9 H -2.00787 -0.81784 1.03352  C1 1.096
10 H -2.30525 -1.52233 -0.57599  C1 1.095
11 H -0.91641 0.31806 -1.60386  C2 1.099
12 H 1.13068 2.03370 -0.42238  C4 1.099
13 H 0.73783 2.19369 1.31714  C4 1.094
14 H 2.21050 -1.50379 -0.99604  C5 1.110
15 H 1.18629 -0.21679 1.66583  C6 1.093
16 H 2.37726 0.20328 0.42540  C6 1.101
17 H 0.20618 -1.70881 0.20968  C7 1.098

Output
- Frontier orbital gap: 9.203 eV
- DFT total energy: -309.70795 Ha
- 2S+1: 1

Results of the Mulliken charge analysis, in e, for atoms 1 through 2:
1 C -1.51
2 C 0.27

---

Entry 3:
Computed, not measured: one molecule with the formula C6H10O in a non-equilibrium geometry, with ωB97M-V/def2-TZVPD.

Last columns: bonded neighbours and bond lengths (Å).
Cartesian coordinates (Å):
1 C -0.83317 -1.47170 -0.31508  C2 1.293, C3 1.529, H8 1.078
2 C 0.27047 -1.34996 -0.97727  C1 1.293, C4 1.528, H9 1.184
3 C -0.83728 -0.12490 0.40938  C1 1.529, C4 1.686, C5 1.596, H10 1.084
4 C 0.67148 -0.02303 -0.33552  C2 1.528, C3 1.686, C6 1.648, O7 1.395
5 C -1.88408 0.93395 -0.16662  C3 1.596, H11 0.991, H12 1.010, H13 1.100
6 C 1.84414 -0.02923 0.82247  C4 1.648, H14 1.128, H15 1.037, H16 1.030
7 O 0.85631 1.07784 -1.17286  C4 1.395, H17 0.982
8 H -1.69414 -2.12000 -0.32088  C1 1.078
9 H 0.72601 -2.06839 -1.80089  C2 1.184
10 H -0.79578 -0.17186 1.49144  C3 1.084
11 H -1.99105 0.76046 -1.13646  C5 0.991
12 H -1.51420 1.82725 0.12383  C5 1.010
13 H -2.87394 0.80683 0.29522  C5 1.100
14 H 1.63890 0.97227 1.30027  C6 1.128
15 H 2.70130 0.03491 0.24196  C6 1.037
16 H 1.93470 -0.87972 1.39614  C6 1.030
17 H 0.01759 1.27835 -1.64301  O7 0.982

Output
- Frontier orbital gap: 10.453 eV
- DFT total energy: -309.75092 Ha
- 2S+1: 1
- SMILES string: C[C@H]1C=C[C@@]1(C)O

Results of the Mulliken charge analysis, in e, for atoms 1 through 2:
1 C -0.34
2 C -0.82

---

Entry 4:
Computed, not measured: a 2-piece molecular cluster, C6H10O overall, with ωB97M-V/def2-TZVPD.

Last columns: bonded neighbours and bond lengths (Å).
Cartesian coordinates (Å):
1 O 2.59490 -0.17935 2.04125  C2 1.208
2 C 2.61913 -0.40212 0.85398  O1 1.208, C3 1.512, H8 1.111
3 C 1.42705 -0.24474 -0.06213  C2 1.512, C4 1.525, H9 1.100, H10 1.099
4 C 0.17894 0.16256 0.71424  C3 1.525, C5 1.474, H11 1.094, H12 1.095
5 C -1.10684 0.18841 -0.00645  C4 1.474, C6 1.483, C7 1.294
6 C -1.92273 -0.65946 -0.90941  C5 1.483, C7 1.497, H14 1.097, H15 1.091
7 C -2.38616 0.36744 0.07607  C5 1.294, C6 1.497, H17 1.071
8 H 3.55652 -0.74668 0.36688  C2 1.111
9 H 1.70360 0.48233 -0.83923  C3 1.100
10 H 1.27996 -1.19705 -0.59131  C3 1.099
11 H 0.35073 1.09431 1.26029  C4 1.094
12 H -0.02210 -0.60146 1.47236  C4 1.095
13 H -0.29986 1.56138 -1.45938  H16 0.748
14 H -1.98185 -0.50340 -1.99374  C6 1.097
15 H -1.92806 -1.71029 -0.61655  C6 1.091
16 H -0.92968 1.71964 -1.08839  H13 0.748
17 H -3.13352 0.66849 0.78150  C7 1.071

Output
- Frontier orbital gap: 9.854 eV
- DFT total energy: -309.69191 Ha
- 2S+1: 1
- SMILES string: O=CCCC1=CC1.[H][H]

Results of the Mulliken charge analysis, in e, for atoms 1 through 2:
1 O -0.47
2 C -0.04

---

Entry 5:
Computed, not measured: one molecule with the formula C6H10O in a non-equilibrium geometry, with ωB97M-V/def2-TZVPD.

Last columns: bonded neighbours and bond lengths (Å).
Cartesian coordinates (Å):
1 C -1.34305 -0.38459 0.34068  C2 1.536, C7 1.525, H8 1.094, H9 1.100
2 C -0.63541 -1.45162 -0.50812  C1 1.536, O3 1.378, H10 1.104, H11 1.107
3 O 0.64348 -1.07649 -0.85688  C2 1.378
4 C 1.71504 -0.30415 0.75566  C5 1.377, H12 1.062, H13 1.079
5 C 1.58812 0.95802 0.21895  C4 1.377, C6 1.358, H14 1.076
6 C 0.43668 1.31247 -0.40855  C5 1.358, C7 1.475, H15 1.073
7 C -0.99080 0.98416 -0.23264  C1 1.525, C6 1.475, H16 1.086, H17 1.088
8 H -1.02540 -0.43881 1.38639  C1 1.094
9 H -2.43241 -0.53443 0.33887  C1 1.100
10 H -0.64481 -2.41118 0.03843  C2 1.104
11 H -1.22801 -1.63234 -1.42532  C2 1.107
12 H 1.02282 -0.76500 1.41695  C4 1.062
13 H 2.71219 -0.70426 0.85206  C4 1.079
14 H 2.51551 1.45000 -0.01788  C5 1.076
15 H 0.55635 2.13041 -1.09208  C6 1.073
16 H -1.47400 1.10087 -1.19861  C7 1.086
17 H -1.41633 1.76692 0.39211  C7 1.088

Output
- Frontier orbital gap (alpha / beta): 8.022 / 8.025 eV
- DFT total energy: -309.71161 Ha
- 2S+1: 1

Results of the Mulliken charge analysis, in e, for atoms 1 through 2:
1 C -0.70
2 C -0.47

---

Entry 6:
Computed, not measured: one molecule with the formula C6H10O in a non-equilibrium geometry, with ωB97M-V/def2-TZVPD.

Last columns: bonded neighbours and bond lengths (Å).
Cartesian coordinates (Å):
1 C -1.43285 0.10715 1.07619  C2 1.489, C7 1.577, H8 1.081, H9 1.099
2 C -0.05462 -0.24281 1.51754  C1 1.489, C3 1.507, C7 1.502, H11 1.081
3 C 0.83419 -0.93800 0.51817  C2 1.507, C4 1.554, H12 1.094, H13 1.093
4 C 0.59978 0.23203 -0.47714  C3 1.554, O5 1.425, C6 1.509, C7 1.586
5 O 1.81860 0.83425 -0.90285  C4 1.425, H14 0.974
6 C -0.28309 -0.03771 -1.67047  C4 1.509, H10 1.086, H15 1.094, H16 1.094
7 C -0.19029 0.99016 0.67062  C1 1.577, C2 1.502, C4 1.586, H17 1.088
8 H -2.06051 -0.24232 0.26807  C1 1.081
9 H -2.06862 0.16915 1.97022  C1 1.099
10 H -1.26952 -0.31842 -1.31302  C6 1.086
11 H 0.07756 -0.22139 2.59024  C2 1.081
12 H 0.55027 -1.94446 0.19649  C3 1.094
13 H 1.86222 -0.92428 0.88935  C3 1.093
14 H 2.12670 0.31600 -1.66780  O5 0.974
15 H -0.36806 0.88513 -2.25170  C6 1.094
16 H 0.08139 -0.85271 -2.30288  C6 1.094
17 H -0.10574 2.06376 0.82486  C7 1.088

Output
- Frontier orbital gap: 10.525 eV
- DFT total energy: -309.76754 Ha
- 2S+1: 1
- SMILES string: C[C@]1(O)C[C@@H]2C[C@@H]21

Results of the Mulliken charge analysis, in e, for atoms 1 through 2:
1 C -0.79
2 C 0.13

---

Entry 7:
Computed, not measured: a 3-piece molecular cluster, C6H10O overall, with ωB97M-V/def2-TZVPD.

Last columns: bonded neighbours and bond lengths (Å).
Cartesian coordinates (Å):
1 C 1.70789 -0.68366 -0.06744  C2 1.397, H8 1.087, H10 1.087
2 C 0.47767 -0.02286 -0.08883  C1 1.397, C3 1.759, C5 1.479, C7 1.529
3 C -0.69992 0.34837 -1.34116  C2 1.759, C4 1.505, C5 1.879, H11 1.090, H12 1.087
4 C -1.64617 0.40983 -0.17291  C3 1.505, C5 1.512, O6 1.411, H13 1.085
5 C -0.77003 -0.77593 0.16259  C2 1.479, C3 1.879, C4 1.512, H14 1.088
6 O -1.18737 1.47811 0.62590  C4 1.411, C7 1.441
7 C 0.23124 1.24805 0.72504  C2 1.529, O6 1.441, H16 1.096, H17 1.096
8 H 1.82861 -1.60509 -0.63111  C1 1.087
9 H 0.93479 -1.48091 1.36901  no bonds
10 H 2.62051 -0.13798 0.15653  C1 1.087
11 H -0.31013 1.30126 -1.69853  C3 1.090
12 H -0.88408 -0.36696 -2.13814  C3 1.087
13 H -2.72739 0.36563 -0.24886  C4 1.085
14 H -0.94725 -1.73663 -0.31689  C5 1.088
15 H 0.09699 -1.53517 1.54933  no bonds
16 H 0.77541 2.11895 0.34164  C7 1.096
17 H 0.49922 1.07497 1.77385  C7 1.096

Output
- Frontier orbital gap: 8.152 eV
- DFT total energy: -309.62046 Ha
- 2S+1: 1

Results of the Mulliken charge analysis, in e, for atoms 1 through 2:
1 C -1.31
2 C 0.63

---

Computed relative energy (zero: lowest compared OMol25 entry of this formula, charge and spin) (kcal per mole) in order:
77.6; 84.3; 57.4; 94.4; 82.1; 47.0; 139.3